DFT (ωB97M-V/def2-TZVPD) results for 8 unconnected molecules or ions with the total composition C48H67N5O10.

Geometry as XYZ:
```
130
Properties=species:S:1:pos:R:3
O 4.439 5.588 -1.266
N 3.863 5.905 -0.250
O 4.422 6.378 0.723
C 2.396 5.807 -0.167
C 1.795 6.546 0.839
C 0.407 6.583 0.895
C -0.350 5.784 0.041
C 0.271 5.125 -1.006
C 1.652 5.157 -1.136
H 2.334 7.204 1.500
H -0.038 7.226 1.644
H -1.422 5.741 0.190
H -0.305 4.607 -1.763
H 2.148 4.731 -1.997
O 2.010 -8.413 0.554
N 2.211 -7.280 0.177
O 1.538 -6.694 -0.649
C 3.363 -6.578 0.725
C 3.214 -5.317 1.257
C 4.335 -4.605 1.649
C 5.600 -5.193 1.602
C 5.698 -6.520 1.220
C 4.603 -7.182 0.688
H 2.246 -4.844 1.373
H 4.204 -3.629 2.098
H 6.457 -4.534 1.661
H 6.684 -6.967 1.194
H 4.702 -8.197 0.326
O -2.103 -0.585 -4.613
N -2.673 -0.883 -3.582
O -2.131 -1.278 -2.572
C -4.119 -0.694 -3.527
C -4.873 -0.802 -4.680
C -6.254 -0.704 -4.579
C -6.853 -0.539 -3.334
C -6.089 -0.503 -2.169
C -4.719 -0.497 -2.295
H -4.368 -0.902 -5.632
H -6.835 -0.697 -5.491
H -7.933 -0.630 -3.367
H -6.601 -0.290 -1.240
H -4.039 -0.443 -1.452
O -2.762 6.565 6.399
N -2.506 6.074 5.319
O -2.808 6.554 4.249
C -1.730 4.815 5.317
C -0.982 4.535 4.184
C -0.237 3.372 4.189
C -0.276 2.534 5.300
C -1.018 2.860 6.427
C -1.698 4.059 6.475
H -0.969 5.285 3.406
H 0.307 3.035 3.315
H 0.303 1.620 5.259
H -1.026 2.152 7.245
H -2.133 4.496 7.363
O 4.588 4.090 -4.436
N 3.690 3.421 -3.972
O 3.738 2.846 -2.906
C 2.459 3.258 -4.766
C 2.485 3.595 -6.101
C 1.397 3.258 -6.893
C 0.289 2.662 -6.307
C 0.287 2.329 -4.963
C 1.381 2.636 -4.163
H 3.343 4.131 -6.481
H 1.399 3.507 -7.945
H -0.551 2.353 -6.918
H -0.488 1.711 -4.526
H 1.464 2.316 -3.135
C 5.434 -1.649 -0.374
C 5.561 -1.989 -1.857
C 4.721 -3.150 -2.345
C 3.254 -2.817 -2.645
C 2.258 -3.343 -1.600
C 0.835 -2.841 -1.746
H 6.127 -0.858 -0.085
H 5.613 -2.528 0.248
H 4.434 -1.266 -0.149
H 5.275 -1.092 -2.415
H 6.611 -2.147 -2.118
H 4.804 -4.072 -1.755
H 5.167 -3.485 -3.290
H 3.108 -1.760 -2.886
H 2.965 -3.318 -3.581
H 2.310 -4.431 -1.551
H 2.694 -3.007 -0.645
H 0.717 -1.822 -1.392
H 0.415 -2.962 -2.747
H 0.212 -3.511 -1.141
C 2.680 -1.174 3.335
C 1.914 -1.142 1.988
C 1.271 0.201 1.802
C 0.333 0.293 0.605
C -0.512 1.555 0.572
C -1.311 1.704 -0.720
H 1.975 -1.305 4.160
H 3.248 -0.259 3.519
H 3.400 -1.991 3.438
H 2.587 -1.487 1.202
H 1.159 -1.922 2.129
H 1.951 1.058 1.731
H 0.643 0.398 2.682
H 0.845 0.092 -0.338
H -0.394 -0.524 0.741
H -1.192 1.604 1.429
H 0.176 2.407 0.694
H -0.579 1.739 -1.533
H -1.943 0.822 -0.824
H -1.867 2.640 -0.766
C -2.819 -1.025 3.446
C -3.401 -0.883 2.028
C -4.953 -0.997 2.032
C -5.457 -2.335 1.534
C -6.960 -2.479 1.753
C -7.478 -3.917 1.862
H -3.248 -1.872 3.979
H -3.018 -0.094 3.984
H -1.731 -1.110 3.408
H -3.109 0.080 1.612
H -3.000 -1.721 1.450
H -5.381 -0.157 1.471
H -5.256 -0.762 3.058
H -5.202 -2.472 0.482
H -4.996 -3.112 2.153
H -7.222 -2.025 2.715
H -7.602 -1.969 1.029
H -8.557 -3.874 2.024
H -7.308 -4.540 0.981
H -7.031 -4.448 2.705
```

total charge: 0
orbital gap: 9.3 eV
SMILES string: O=[N+]([O-])c1ccccc1.O=[N+]([O-])c1ccccc1.O=[N+]([O-])c1ccccc1.O=[N+]([O-])c1ccccc1.O=[N+]([O-])c1ccccc1.CCCCCC.CCCCCC.CCCCCC
largest force on an atom: 1.9 eV/Å

These are the Mulliken partial charges, in e, on atoms 1 to 6:
1. O -0.564
2. N 1.012
3. O -0.620
4. C -0.149
5. C -0.224
6. C -0.683